101
Properties=species:S:1:pos:R:3:forces:R:3 method="wB97M-V/def2-TZVPD" e_lumo_ev=3.8 homo_lumo_gap_ev=3.922 total_charge=-2 molar_mass_g_mol=883.91
K -0.53158 -1.96175 0.32658 0.53 0.28 -0.79
Cl 0.04201 -5.67032 -1.22276 -0.01 -0.01 -0.03
Cl 4.90231 -5.41673 1.05236 0.00 -0.01 0.01
P 0.18584 2.15053 -0.71957 -0.14 -0.06 -0.21
P 0.05219 -0.34531 -2.24656 -0.24 0.80 -0.72
Si 3.25928 1.29186 3.86556 -0.05 0.11 -0.06
O 0.58835 -2.92777 -2.11080 0.13 0.08 0.19
O -1.04541 -2.76937 2.37207 -0.27 -0.46 1.17
N -5.09659 -1.83218 1.89116 0.01 0.02 -0.04
N -0.04274 1.42667 -2.30030 0.34 -0.05 0.31
N -3.21779 -1.73446 0.74806 -0.26 0.09 0.07
N 2.74841 -1.34359 -1.29316 -0.07 0.03 -0.05
C -0.44730 5.73704 -2.72870 -0.01 0.01 0.00
C 1.05471 -0.53720 -3.79556 0.19 -0.13 0.11
C -3.93165 -1.36470 -4.43470 -0.01 0.00 -0.01
C 3.34407 0.64910 5.67484 0.01 -0.02 -0.01
C -2.85012 1.86114 1.96702 0.05 -0.03 0.04
C 2.49968 -5.33180 -0.16487 0.07 0.03 0.07
C -1.69267 -2.31698 3.36012 -0.03 -0.03 0.07
C -0.29942 4.37728 -2.47640 -0.07 0.01 0.00
C 0.84254 -1.63526 -4.63110 -0.05 0.03 -0.06
C -3.14111 -1.35090 5.64064 -0.02 -0.03 -0.01
C 3.72451 -0.59981 -0.84249 -0.06 -0.04 -0.02
C -1.80628 -1.76698 5.75524 0.01 0.01 0.01
C -0.37748 6.65303 -1.69072 0.00 0.00 0.01
C -3.05113 -1.85725 3.25818 0.02 0.05 -0.02
C 5.07968 1.53975 3.35681 0.00 0.00 -0.01
C -3.99243 1.78028 1.18681 -0.02 -0.05 0.04
C -2.10154 -1.98274 -2.99683 -0.07 -0.08 -0.01
C -3.72838 -1.39739 4.39152 -0.01 0.08 0.04
C -3.27089 -2.31547 -3.67302 -0.02 0.01 0.03
C -1.10914 -2.22386 4.66716 0.00 -0.03 0.00
C -1.59918 1.92012 1.36168 -0.02 -0.03 0.01
C 3.62456 -4.62626 0.14939 -0.03 -0.06 -0.02
C 2.06482 0.35305 -4.14536 0.08 -0.02 0.07
C 1.52504 -3.41366 -1.40373 -0.02 -0.35 0.11
C -0.15196 6.20177 -0.39407 -0.01 0.02 0.00
C 4.79191 -1.10523 -0.07884 0.01 -0.04 -0.03
C 3.74081 -3.26371 -0.20865 0.02 0.04 0.02
C 2.59710 3.06795 4.15901 -0.02 -0.02 0.02
C -3.41050 -0.07858 -4.52906 -0.02 -0.01 -0.01
C -0.08090 3.91657 -1.18192 0.13 0.06 -0.03
C -1.56815 -0.70031 -3.09368 0.08 -0.14 -0.04
C -2.64778 1.83317 -0.80522 0.05 -0.01 -0.04
C -1.49472 1.91604 -0.02517 0.01 -0.01 0.07
C 2.71170 -2.66271 -0.98047 -0.03 0.06 0.09
C 2.37754 0.36795 2.63728 -0.01 -0.05 0.02
C 1.47302 -4.72491 -0.88610 0.01 0.03 -0.20
C -2.23474 0.24476 -3.87163 -0.03 -0.01 0.03
C -5.46065 -1.72760 0.56728 -0.02 0.00 -0.03
C -3.73169 -1.82536 1.96511 0.02 -0.02 0.04
C -4.28625 -1.66607 -0.11383 -0.02 0.00 -0.03
C 2.56428 -0.88970 -6.14226 0.01 0.01 0.01
C 1.58161 -1.80648 -5.78939 0.01 0.01 -0.01
C 4.80444 -2.43503 0.21770 0.02 0.00 0.00
C 2.80864 0.18769 -5.30798 0.01 0.00 -0.02
C 0.00206 4.84892 -0.14506 0.05 0.01 -0.06
C -3.89025 1.75764 -0.19998 -0.01 0.01 0.00
H 0.19952 4.50349 0.86413 0.00 0.00 0.01
H 1.55104 3.02962 4.48291 0.00 -0.01 -0.02
H -4.14296 -1.55728 -1.17528 0.02 -0.01 -0.06
H 5.62032 0.58985 3.39114 0.01 -0.02 0.00
H -1.82251 1.24440 -3.94330 0.00 -0.01 -0.03
H 2.33736 1.17421 -3.49162 -0.02 0.01 0.03
H -0.06876 -2.51437 4.74947 -0.01 -0.01 0.00
H 2.96263 -0.26569 1.97045 0.01 0.00 -0.01
H -4.84849 -1.62071 -4.95308 0.00 0.00 0.00
H 1.40394 -0.06955 2.86275 -0.05 0.02 0.03
H -0.38239 3.66970 -3.29261 0.01 0.00 0.02
H -4.78267 1.66765 -0.80858 0.01 0.00 0.01
H 2.63124 3.63731 3.22688 -0.01 0.00 -0.04
H 5.59873 2.25079 4.00748 0.00 0.00 0.02
H -3.66713 -3.32095 -3.59132 0.00 0.01 0.01
H -4.73941 -1.01046 4.28585 0.00 0.01 0.00
H -2.92083 1.84928 3.04804 -0.02 -0.02 -0.01
H -1.30766 -1.70740 6.71775 0.00 0.00 -0.01
H 2.33694 0.37555 6.00447 -0.01 0.01 0.01
H 0.70191 1.79301 -2.88454 -0.22 0.02 -0.22
H -3.92133 0.67176 -5.12225 0.00 0.00 0.00
H -0.69319 1.96694 1.95712 0.02 -0.09 0.07
H 5.56254 -0.43840 0.28376 -0.01 0.00 0.02
H 3.16292 3.61367 4.92250 0.02 0.01 0.04
H -0.49504 7.71222 -1.88771 0.01 -0.01 0.00
H 3.59098 0.89889 -5.54570 0.00 0.00 0.00
H -1.57619 -2.73909 -2.42313 -0.01 0.02 -0.03
H -3.68466 -0.96874 6.49552 0.00 0.00 0.00
H 1.39213 -2.66929 -6.41727 0.00 0.00 0.00
H 5.59684 -2.86433 0.81592 -0.01 0.01 0.01
H 2.38907 -6.35877 0.15553 0.01 0.00 0.00
H 3.95553 -0.25648 5.72720 0.00 -0.02 0.00
H -5.71005 -1.94244 2.67577 0.01 -0.02 0.02
H 0.10258 -2.37294 -4.35742 0.02 0.01 -0.03
H 3.74580 1.38306 6.38372 0.02 0.01 0.00
H -6.48795 -1.70247 0.24867 0.00 -0.01 -0.01
H -0.62340 6.07750 -3.74305 0.00 0.00 0.01
H 5.12809 1.91779 2.33172 0.00 0.01 0.00
H -4.96645 1.70911 1.65780 0.01 -0.02 0.00
H 3.14252 -1.02462 -7.04869 0.00 0.00 0.00
H 3.67171 0.46248 -1.06216 0.00 0.00 -0.02
H -2.55946 1.82359 -1.88597 -0.02 0.02 0.12
H -0.08443 6.90726 0.42553 -0.01 0.01 -0.01

---

86
Properties=species:S:1:pos:R:3:forces:R:3 method="wB97M-V/def2-TZVPD" e_lumo_ev=-3.7 smiles="CCCCCCCCCN(N)/C(N[C@H](Br)CC)=[N+](/COc1cc(C)ccc1C(C)C)CC(C)C" homo_lumo_gap_ev=6.952 total_charge=+1 molar_mass_g_mol=540.66
Br 4.14785 -1.80868 -2.46567 -0.60 0.52 0.24
O -0.20500 -3.29766 -1.13282 0.76 0.19 0.20
N 2.18072 0.04288 -1.36697 -0.05 -0.90 1.17
N 2.03253 1.62424 0.98215 0.98 -0.16 0.17
N 0.91874 0.87995 0.56540 -0.22 -0.48 -0.68
N 0.70445 -1.35827 -0.05448 -0.91 0.74 -0.57
C 1.36215 -5.05260 -2.09603 -1.71 -0.91 -0.05
C -0.21476 1.70322 0.03445 -0.61 -0.48 -1.32
C 3.83765 -1.00782 0.32397 1.87 -0.44 -0.20
C 1.48061 -6.41503 -2.65051 -0.54 0.49 0.05
C -0.22535 -1.47364 1.11155 -0.71 -0.74 1.49
C -1.83550 7.19961 1.27116 -1.28 -0.28 -0.34
C -0.64887 5.22033 -0.02714 -0.26 0.28 -0.44
C 5.36102 -1.51584 0.34992 -0.21 0.54 0.18
C -0.23145 -0.63745 3.56024 0.06 -0.48 -0.68
C -1.08951 -5.47451 -1.76295 -0.01 -0.07 0.64
C 2.89279 -6.89392 -3.16260 -1.07 0.13 0.58
C -2.50145 -4.92682 -1.31579 -0.20 -0.13 -1.84
C -3.54639 -6.07002 -1.04969 -0.42 0.35 0.30
C -1.07674 3.92913 -0.85234 1.10 0.48 1.13
C 0.59434 -2.99540 3.10851 0.20 0.10 -0.14
C -0.98396 -6.81394 -2.29916 2.78 1.42 0.02
C -2.48895 9.54798 2.30029 -0.60 0.57 -0.06
C 0.56341 -1.51898 2.50074 -0.64 -0.31 0.68
C -3.04749 -4.10438 -2.59333 0.36 -0.07 -0.04
C -1.71421 6.38486 -0.09533 0.75 0.46 0.89
C 0.97141 -2.54737 -0.90646 0.41 -1.12 0.12
C 1.26507 -0.19888 -0.28231 -0.03 0.42 -0.26
C -3.54585 8.93275 3.29241 0.36 0.37 -0.12
C 3.56505 -0.45011 -1.12056 0.69 0.65 0.92
C 0.06910 -4.56965 -1.64377 -0.03 -3.25 -1.35
C 0.33903 -7.29628 -2.74671 -1.06 2.09 0.88
C 0.18629 2.92811 -0.86095 -1.55 0.87 -0.07
C -2.22874 8.69604 1.00399 1.06 0.39 0.49
H -0.82381 1.01542 -0.62721 0.42 0.68 0.74
H -0.42764 4.93311 1.04402 -0.37 0.15 -1.01
H -1.24814 -1.11470 3.67017 0.91 0.62 -0.09
H 1.61146 -1.16419 2.34620 -0.92 -0.03 0.16
H -3.16193 -3.01941 -2.35132 0.02 -0.85 -0.31
H 3.22291 -1.90034 0.59522 0.18 0.95 -0.27
H -0.91607 7.10615 1.90392 -0.58 0.28 -0.67
H -1.39703 4.19543 -1.89268 0.17 -0.27 1.04
H 3.17382 -7.75001 -2.48855 0.09 0.76 -0.95
H 0.19245 -3.76587 2.39936 0.33 0.66 0.60
H 3.79384 -0.21348 1.11888 -0.57 -0.60 -1.03
H -3.90315 9.71948 4.00341 0.35 -0.62 -0.54
H -3.11710 8.81373 0.33276 0.64 -0.48 0.52
H -1.86258 -7.48421 -2.39595 0.74 0.73 0.21
H -0.35533 0.40703 3.18134 0.15 -0.74 0.53
H 1.04307 3.53234 -0.48085 -0.53 -0.80 -0.19
H 0.24981 -0.67372 4.57424 -0.33 0.19 -1.07
H 5.81689 -1.29676 1.35333 -0.53 -0.50 -0.88
H -3.19407 -6.86586 -0.34686 -0.14 0.60 -0.70
H -1.33926 7.13204 -0.84934 -0.69 -0.87 0.38
H -2.90398 10.53824 1.94832 0.46 -0.93 0.32
H 1.40733 -2.27910 -1.89970 -0.08 0.07 1.04
H -1.54565 9.81647 2.85712 -0.81 -0.54 -0.60
H 1.81373 -0.27280 -2.26622 0.07 0.13 0.30
H 1.68562 -3.18426 -0.30160 -0.47 0.65 -0.73
H -0.02371 -3.01743 4.04362 0.51 -0.12 -0.90
H -3.88065 -6.50777 -2.03260 0.53 0.19 1.05
H -2.67633 6.74154 1.87272 0.93 0.31 -0.49
H 2.81325 -7.21256 -4.23129 0.12 0.05 0.97
H 0.36744 2.68626 -1.93621 0.16 -0.32 1.02
H -1.91425 3.47061 -0.25357 0.53 0.36 -1.01
H -0.80856 -2.43314 1.07519 0.77 0.89 -0.63
H 0.31537 5.64913 -0.42960 -0.85 -0.63 0.32
H -4.45310 8.57652 2.73218 0.91 0.06 0.56
H -4.48747 -5.64436 -0.59495 1.00 -0.25 -0.44
H 0.36745 -8.33054 -3.15702 0.41 1.02 0.31
H 3.65733 -6.07866 -3.10881 -0.69 -0.72 0.12
H 4.25266 0.42456 -1.28756 -0.56 -1.07 0.00
H -2.31882 -4.21656 -3.44526 -0.73 0.28 0.83
H -0.90050 1.97995 0.87967 0.91 0.00 -0.59
H -4.02060 -4.51440 -2.96685 0.74 0.45 0.50
H -2.72344 5.98760 -0.37209 0.86 0.44 0.05
H -3.06851 8.12629 3.90760 -0.69 0.48 -0.63
H 5.41312 -2.60930 0.10448 0.14 1.15 0.26
H 5.96947 -0.92019 -0.38556 -0.54 -0.73 0.63
H 1.62760 -3.31578 3.39428 -0.81 0.34 -0.26
H -2.43111 -4.18068 -0.48898 0.12 -0.97 -0.38
H -1.35834 9.18006 0.46708 -0.91 -0.44 0.37
H -1.00537 -0.66513 1.09977 1.08 -0.61 -0.18
H 1.72699 2.36391 1.61227 0.10 -0.27 -0.30
H 2.59046 1.98258 0.20195 -0.52 0.29 0.14
H 2.26645 -4.40906 -2.04766 -0.70 -0.66 -0.13

---

12
Properties=species:S:1:pos:R:3:forces:R:3 method="wB97M-V/def2-TZVPD" e_lumo_ev="3.5 / 3.5" homo_lumo_gap_ev="7.509 / 7.509" total_charge=-1 molar_mass_g_mol=155.09
S -4.69372 -0.43558 -1.22204 0.32 -0.51 0.01
P -3.53064 0.38840 0.09856 1.79 -1.32 1.89
O -0.16279 0.48079 -0.51971 1.31 1.39 -1.17
O -3.50170 -0.32841 1.63486 -0.59 2.09 -1.62
O -3.60651 1.82088 0.35124 0.35 1.26 -0.05
O -0.63380 -1.29586 0.73956 0.32 -0.09 -0.11
C -0.96320 -0.34787 0.06616 -4.99 -0.52 1.03
C 1.20234 0.12910 -0.35808 2.26 3.55 -1.58
H 1.81503 0.41719 -1.32806 -1.47 -0.54 1.74
H 1.19748 -0.89454 -0.22329 0.84 -2.00 0.68
H 1.65263 0.76936 0.46979 -0.52 -1.23 -0.76
H -3.37758 -1.23583 1.46694 0.37 -2.08 -0.07

---

72
Properties=species:S:1:pos:R:3:forces:R:3 method="wB97M-V/def2-TZVPD" e_lumo_ev=-4.5 homo_lumo_gap_ev=6.754 total_charge=+1 molar_mass_g_mol=425.40
O 3.38271 3.00633 -1.43474 1.05 0.01 -0.80
O 1.89022 3.82873 -0.00303 -0.70 -0.10 -0.31
O 0.49252 -0.10060 -5.27489 0.64 0.24 0.24
O -2.66447 2.11796 2.58123 0.11 -0.05 -0.01
O 2.13319 -1.79922 -5.22547 -0.17 -0.14 0.00
N -0.74979 0.23002 -2.00394 0.15 0.07 -0.01
N -4.09000 4.63978 2.64482 -0.07 -0.22 0.04
C 3.01141 0.32683 -2.28704 -0.17 0.37 0.35
C 3.87019 0.17547 -1.00081 0.41 -0.22 -0.16
C 4.42979 -1.22146 -0.67779 -0.31 0.22 -0.23
C -3.20192 2.61526 3.79881 -0.23 0.00 0.15
C -2.71748 -2.46434 0.73488 0.41 0.30 -0.34
C -2.10762 4.92194 4.02925 0.01 0.05 0.11
C 2.30690 2.94583 -0.96021 -0.53 0.10 0.57
C -1.76793 -3.38581 -0.03394 -0.62 -0.33 0.26
C 0.39764 -3.59907 1.32112 -0.47 -0.53 -0.37
C 1.27111 1.91557 -1.33043 -0.59 -0.53 0.14
C 1.40904 -3.53981 0.17601 -0.45 0.33 0.08
C 2.43507 -2.43139 0.34275 0.16 -0.45 -0.07
C -3.35659 -1.40664 -0.17574 -0.01 -0.03 0.08
C -0.91219 -4.26552 0.88003 0.08 0.15 -0.23
C 0.63441 -1.38789 -3.12275 -0.50 -0.11 -0.49
C -3.40147 4.13660 3.83701 0.20 0.05 -0.20
C -0.05562 2.21991 -1.00284 -0.04 -0.43 -0.20
C -1.26174 2.21087 2.45719 -0.14 -0.03 -0.21
C -1.06697 1.34877 -1.33975 0.56 0.64 0.18
C 3.45238 -2.38260 -0.78868 0.34 0.02 0.35
C 0.50165 -0.12719 -2.35065 0.41 0.33 0.34
C 1.58175 0.71346 -1.98539 -0.24 -0.22 -0.13
B 1.13276 -1.11127 -4.62203 -0.13 0.07 0.17
H 1.93375 -1.47345 0.50091 -0.06 0.13 -0.11
H 2.99294 -2.64628 1.25527 0.03 0.21 0.20
H 2.36759 -2.61485 -4.77344 0.27 0.03 -0.01
H -2.99517 -0.40688 0.05911 0.01 0.12 0.03
H -3.14965 -1.61431 -1.22888 -0.03 -0.08 -0.10
H -0.25978 3.12772 -0.46703 -0.22 0.07 0.08
H -3.50005 -3.04971 1.20630 0.02 -0.16 0.17
H 4.03248 -3.30452 -0.74768 0.00 -0.15 -0.05
H 3.06987 -0.54306 -2.92908 -0.09 -0.25 0.04
H -1.50366 -0.39833 -2.25847 -0.01 -0.04 0.05
H -1.52099 4.97329 3.11127 -0.02 -0.04 -0.03
H 0.80346 -4.18630 2.14009 0.16 0.24 0.30
H -0.96672 3.17220 2.02504 0.14 0.02 0.13
H 3.42637 1.15498 -2.85291 0.10 0.03 -0.16
H -0.69258 -5.20415 0.37278 0.13 -0.11 -0.03
H 1.22335 -2.13082 -2.60148 0.24 -0.01 0.16
H 4.80023 -1.17522 0.34483 0.16 -0.05 0.10
H -4.04001 4.34475 4.69949 -0.03 -0.07 0.01
H -5.00835 4.21025 2.57643 -0.04 0.12 0.05
H 2.98649 -2.38291 -1.77047 -0.20 0.00 -0.17
H -1.48623 4.47923 4.80999 0.00 0.00 -0.01
H 0.14321 -2.59552 1.66343 0.24 0.14 0.22
H -0.75190 2.06582 3.41286 0.00 0.06 0.03
H -2.39100 -4.04047 -0.64591 0.03 0.04 -0.25
H 5.29507 -1.40860 -1.31060 0.06 -0.03 -0.13
H -2.09805 1.52720 -1.08865 -0.16 -0.12 -0.06
H -3.58997 4.29756 1.82914 0.04 0.09 -0.01
H -2.14684 -1.96856 1.51988 -0.10 0.03 0.21
H 4.72861 0.82664 -1.12640 0.10 0.15 0.10
H 1.90055 -4.50367 0.05594 0.11 -0.12 0.06
H 0.83751 -3.38881 -0.74102 0.07 0.09 -0.27
H -4.18029 2.13982 3.89640 0.01 -0.02 -0.08
H -0.94335 1.42031 1.77252 0.01 -0.03 0.05
H -1.52358 -4.52892 1.74220 0.02 -0.03 0.16
H -2.59344 2.27416 4.64555 0.07 0.05 -0.02
H 3.34733 0.57013 -0.13313 -0.27 -0.02 0.06
H -4.43599 -1.39038 -0.07131 -0.15 0.10 -0.02
H -2.33342 5.94674 4.31998 -0.02 0.01 -0.04
H -0.36458 -1.82025 -3.22924 -0.06 -0.13 0.04
H -1.17610 -2.77887 -0.72269 0.26 -0.01 -0.03
H 1.03872 0.21107 -6.00915 -0.37 -0.07 -0.30
H 1.74521 4.68245 -0.43487 0.37 0.25 0.32